#i
A cluster of 2 separate species, C4H8N in total. Source: the Open Molecules 2025 dataset; level of theory: ωB97M-V with the def2-TZVPD basis set.

The molar mass is 70.11 u.

```
! RIJCOSX wB97M-V def2-TZVPD def2/J DEFGRID3
* xyz 1 1
C 1.8823 0.1447 -0.2761
C 0.9903 1.0911 0.1393
C 0.8443 -0.9520 -0.0230
C -1.4313 0.2269 -0.3380
N -0.1041 0.1670 0.2930
H 2.8249 0.1114 -0.7540
H 1.1474 2.0528 0.4935
H 0.5031 -1.8164 -0.5290
H 1.1853 -1.4516 0.8497
H -1.2309 0.4981 -1.3532
H -1.7528 -0.8555 -0.2392
H -2.1249 0.8886 0.2001
H -0.4928 0.2897 1.8817
*
```

These are the Mulliken partial charges, in e, on atoms 1 to 6: -0.197, -0.480, -0.353, -0.719, -0.205, 0.420



#ii
The ion C4H8N with charge +1. Source: the Open Molecules 2025 dataset; level of theory: ωB97M-V with the def2-TZVPD basis set.

Its SMILES is C=CC(C)=[NH2+]. The molar mass is 70.11 u.

```
! RIJCOSX wB97M-V def2-TZVPD def2/J DEFGRID3
* xyz 1 1
C -2.3616 0.0025 0.2746
C -1.0744 0.2652 -0.1621
C 0.4031 -0.2010 0.0423
C 1.4480 0.8005 0.1107
N 0.7812 -1.3421 -0.3271
H -3.1680 0.4094 -0.2265
H -2.4144 -0.3786 1.2214
H -0.9200 1.0286 -0.9783
H 1.5863 1.0958 1.1559
H 1.3763 1.6564 -0.5971
H 2.4529 0.3329 -0.0297
H 1.8009 -1.6560 -0.1281
H 0.0897 -2.0138 -0.3559
*
```

These are the Mulliken partial charges, in e, on atoms 1 to 6: -0.556, -0.346, 0.894, -1.147, -0.276, 0.302



Tell me which of them is the most stable. Sure, it is #ii.